61
Properties=species:S:1:pos:R:3:nbo_charge:R:1 method="wB97M-V/def2-TZVPD" orbital_gap_ev=8.821 relative_energy_kj_mol=336.1 total_energy_ev=-39055.4063 e_homo_ha=-0.2986
C -1.245 -4.302 3.898 -0.2497
H -2.117 -4.933 4.065 0.2004
H -0.343 -4.852 4.185 0.1764
H -1.332 -3.396 4.506 0.1797
O -1.256 -4.005 2.524 -0.5051
C -0.308 -3.152 2.027 0.2310
C 0.746 -2.659 2.786 -0.2818
C 1.690 -1.801 2.249 -0.2078
C 1.603 -1.430 0.917 -0.1530
C 0.580 -1.950 0.138 -0.2338
C -0.400 -2.778 0.671 0.3366
O -1.363 -3.164 -0.211 -0.5145
C -2.651 -3.503 0.258 -0.2452
H -2.671 -4.504 0.695 0.1860
H -3.005 -2.776 0.991 0.1849
H -3.292 -3.473 -0.623 0.1893
H 0.501 -1.686 -0.906 0.2378
C 2.566 -0.480 0.277 0.6897
O 3.419 -0.842 -0.508 -0.6040
N 2.397 0.828 0.625 -0.4300
C 1.367 1.244 1.550 -0.2854
C 0.009 0.795 1.133 0.5519
N -0.529 0.866 -0.041 -0.5127
C -1.759 0.290 0.144 0.2903
N -1.954 -0.082 1.383 -0.1614
O -0.808 0.245 2.041 -0.2806
C -2.708 0.098 -0.930 -0.0491
C -3.998 -0.355 -0.667 -0.1755
C -4.881 -0.562 -1.708 -0.2237
C -4.502 -0.323 -3.024 0.0040
C -3.211 0.135 -3.276 -0.2186
C -2.320 0.345 -2.245 -0.1721
H -1.318 0.696 -2.437 0.2310
H -2.907 0.324 -4.296 0.2111
C -5.450 -0.562 -4.158 -0.6295
H -6.463 -0.719 -3.795 0.2151
H -5.448 0.282 -4.845 0.2203
H -5.145 -1.446 -4.718 0.2233
H -5.881 -0.914 -1.498 0.2102
H -4.292 -0.535 0.355 0.2260
H 1.373 2.336 1.594 0.2436
H 1.552 0.858 2.558 0.2313
C 3.181 1.841 -0.069 -0.0573
C 2.310 2.728 -0.961 -0.4020
C 3.199 3.681 -1.756 -0.3971
C 4.045 4.532 -0.814 -0.3962
C 4.896 3.646 0.092 -0.3939
C 4.012 2.692 0.892 -0.4068
H 4.629 2.041 1.515 0.2155
H 3.362 3.274 1.549 0.1865
H 5.591 3.066 -0.519 0.1992
H 5.483 4.264 0.774 0.2086
H 4.690 5.196 -1.392 0.2091
H 3.390 5.155 -0.200 0.1910
H 3.855 3.102 -2.409 0.1984
H 2.580 4.324 -2.385 0.2094
H 1.724 2.098 -1.630 0.2263
H 1.611 3.309 -0.356 0.1880
H 3.864 1.269 -0.706 0.2492
H 2.494 -1.436 2.869 0.2145
H 0.841 -2.944 3.822 0.2213